114
Properties=species:S:1:pos:R:3:forces:R:3 method="wB97M-V/def2-TZVPD" lumo_ev=0.4 de_lowest_ev=46.646 total_charge=0 fmax_ev_per_a=18.4 e_tot_ev=-133730.1834
C 1.125090 -1.615690 -7.656380 0.02 -0.52 -0.42
O 0.484850 -1.818860 -6.386490 -0.08 -0.84 1.86
P 0.689790 -3.181830 -5.490670 -2.30 1.41 -1.34
O 0.247980 -4.405970 -6.145170 -0.93 -0.11 0.30
O 2.260340 -3.315470 -5.294840 -1.15 0.67 -18.36
C 3.236820 -3.513870 -6.306190 1.07 -0.79 -1.53
O 0.196950 -2.810620 -3.930720 0.49 0.12 -4.24
C -0.791600 -3.558690 -3.195600 1.69 -7.33 -5.38
H 2.041400 -1.031430 -7.572060 0.01 -0.14 0.36
H 0.477810 -1.070770 -8.343540 -0.36 0.00 0.46
H 1.319840 -2.580320 -8.125070 0.15 0.02 -0.02
H 4.029680 -4.068140 -5.803940 0.06 0.11 0.19
H 3.710680 -2.637180 -6.747750 -0.47 0.47 0.47
H 2.986590 -4.157210 -7.149760 -0.78 -0.05 0.14
H -1.613310 -2.851310 -3.083790 -0.82 -5.01 -3.20
H -0.478150 -3.785210 -2.176510 1.88 -1.62 -2.11
H -1.045130 -4.506070 -3.671300 0.17 -0.16 -0.59
C -5.254410 2.409470 -0.764930 -1.15 -1.45 -1.55
O -4.747200 3.706870 -0.555490 -4.81 0.71 4.09
P -3.603080 3.957530 0.558180 -0.63 -0.22 4.65
O -2.994810 5.252860 0.354430 -0.02 1.43 1.11
O -2.585440 2.661780 0.411370 -0.71 2.39 2.64
C -1.317950 2.591140 1.105510 1.44 5.31 0.06
O -4.419410 3.764750 1.983050 1.03 0.72 -2.90
C -3.669090 3.944940 3.179920 0.36 0.21 1.44
H -4.633270 1.574470 -0.440820 0.30 0.36 0.33
H -5.325480 2.310080 -1.848060 0.24 -0.03 -0.18
H -6.278000 2.195650 -0.457320 0.09 0.72 0.73
H -0.703300 1.873310 0.562350 0.05 3.24 0.49
H -1.441360 2.288260 2.145290 0.45 0.93 -0.30
H -0.791450 3.542780 1.032830 -0.50 0.56 0.29
H -3.872100 2.988220 3.661140 0.33 1.71 0.66
H -3.911430 4.812230 3.794070 -0.92 0.25 -0.48
H -2.589800 4.075480 3.101200 0.15 -0.31 -0.83
C 4.200310 -1.325450 0.225240 4.06 -1.19 0.94
O 3.498540 -2.442250 -0.207890 -2.18 -1.28 -2.57
P 2.546700 -2.246500 -1.516220 0.79 -4.06 -1.79
O 3.008120 -1.110590 -2.357100 -1.04 -0.29 1.42
O 1.049240 -2.308850 -0.844580 4.45 -14.88 -3.47
C 0.659040 -3.457360 -0.022450 1.44 -1.62 1.03
O 2.628220 -3.648370 -2.397800 0.40 1.61 6.17
C 2.544860 -3.594940 -3.799230 2.32 -0.95 6.20
H 4.117540 -0.352910 -0.259960 0.11 -0.84 -0.08
H 5.215310 -1.665000 0.018900 0.62 0.59 0.30
H 4.059000 -1.341760 1.305920 0.28 0.60 -0.41
H 0.255160 -3.083930 0.918580 0.65 -0.11 -0.70
H 1.475620 -4.096850 0.312740 0.40 -0.09 -0.71
H -0.137680 -4.106190 -0.386280 0.14 0.17 -0.76
H 1.642600 -4.149880 -4.056260 0.70 -1.65 3.37
H 3.471250 -4.058190 -4.138790 0.13 -0.51 0.90
H 2.550000 -2.608210 -4.262300 1.42 2.56 6.96
C -1.913890 -1.243130 2.716810 1.91 -1.19 4.71
O -3.030340 -1.076680 3.512910 -3.66 2.36 4.23
P -3.271920 0.343090 4.316110 0.49 -1.19 -0.56
O -3.769120 1.471610 3.458680 0.61 -3.53 2.23
O -4.201710 -0.058360 5.553740 0.03 -0.25 -0.92
C -4.674940 0.877230 6.503480 -0.72 1.17 0.71
O -1.803050 0.532850 5.061610 -1.74 0.85 -0.95
C -1.502450 -0.563020 5.878670 1.03 -2.43 0.83
H -2.156210 -1.891470 1.874770 -2.51 0.16 2.38
H -1.003190 -1.572480 3.217060 -0.74 -0.89 1.29
H -1.689320 -0.217380 2.424390 2.66 -3.31 2.44
H -4.083520 1.785680 6.617660 0.66 -0.27 -0.16
H -4.788270 0.419750 7.486320 0.39 -0.37 -0.20
H -5.659910 1.291750 6.288740 -0.19 -0.46 -0.64
H -1.418470 -1.500350 5.328710 -0.08 0.11 -0.62
H -2.222400 -0.860570 6.641060 -0.31 0.90 0.12
H -0.524200 -0.522360 6.357700 -0.02 0.97 -0.09
C 4.890110 -0.144570 3.521430 -0.23 -0.29 1.56
O 4.518640 0.472280 2.341600 -1.42 1.96 -1.82
P 3.354740 1.621380 2.291870 0.71 0.85 -0.12
O 1.952930 1.175390 2.583610 2.69 1.81 1.53
O 4.041190 2.851500 3.131310 -0.10 -2.16 -0.79
C 3.231150 3.429370 4.111330 -1.62 1.28 0.80
O 3.585420 2.243060 0.820900 0.65 0.65 4.84
C 3.076730 1.676520 -0.280540 5.15 5.50 -5.23
H 5.895060 -0.560450 3.449070 0.04 0.39 -0.13
H 4.226570 -0.973790 3.766790 -0.20 -0.03 0.02
H 4.801760 0.622850 4.290430 0.48 -0.38 0.55
H 3.701150 4.231550 4.680290 0.78 -0.29 -0.30
H 2.831840 2.720110 4.836320 0.02 -0.17 -0.15
H 2.407770 3.933390 3.605270 -0.36 -0.13 0.17
H 3.809550 1.939070 -1.043530 0.14 0.10 -0.62
H 2.181200 2.165160 -0.664410 -0.57 -0.52 0.66
H 3.090300 0.593600 -0.157300 9.54 2.42 -2.60
C 1.889480 -0.214480 0.416560 -5.47 -4.79 2.91
O 0.849740 -0.746000 -0.388140 -6.90 13.74 4.45
P -0.668560 -0.913450 0.245170 0.32 2.54 -3.24
O -0.831800 -1.878200 1.346530 5.47 -0.39 -5.66
O -1.160230 0.591400 0.659460 -0.66 -9.31 -0.73
C -2.396080 0.508860 1.435740 -4.02 3.01 -2.75
O -1.644120 -1.187790 -1.059010 2.45 1.71 2.04
C -1.066380 -2.047960 -2.058040 -2.48 5.20 4.76
H 2.503300 -1.102920 0.564930 -1.42 0.96 1.16
H 1.471440 0.194800 1.336260 0.24 -0.76 -0.52
H 2.399460 0.609150 -0.083070 -10.81 -3.11 1.50
H -2.793190 -0.477550 1.675310 -1.45 1.93 -2.76
H -3.125780 1.204150 1.020730 0.20 -1.40 -0.47
H -2.172440 1.080340 2.336570 -0.55 -0.97 -0.30
H -1.387280 -3.041900 -1.746280 -1.34 2.94 2.81
H 0.012770 -1.973750 -2.192250 -1.19 0.29 0.61
H -1.353610 -1.875240 -3.095230 -1.04 4.86 1.39
C -2.711510 3.589440 -1.590470 3.32 1.32 -2.92
O -1.916530 2.452960 -1.874760 -0.15 -1.27 -1.08
C -0.612340 2.472220 -1.955170 0.70 1.03 0.82
O 0.101120 3.369430 -1.555930 0.24 -0.17 -0.31
O -0.195950 1.324400 -2.471480 0.07 -1.33 -0.97
C 1.197710 0.993130 -2.537990 0.93 0.62 0.20
H -3.522200 3.311440 -0.916970 3.03 -1.14 -6.05
H -2.923850 4.073460 -2.543740 -0.97 -0.38 -0.29
H -2.199980 4.409450 -1.086470 0.89 -0.71 -0.58
H 1.812240 1.871580 -2.734920 -0.19 0.27 0.38
H 1.549650 0.302360 -3.304200 -1.45 -0.08 -0.56
H 1.485820 0.444140 -1.641490 -0.31 0.97 -0.67